A single C15H17N3O4S molecule. Source: the Open Molecules 2025 dataset; level of theory: the ωB97M-V functional and the def2-TZVPD basis.

```
40
Properties=species:S:1:pos:R:3:nbo_charge:R:1
C -4.40160 0.27563 2.88958 -0.2531
H -5.01077 -0.50641 2.42549 0.1766
O -3.78241 1.09115 1.92343 -0.4874
C -2.91611 0.52028 1.04732 0.2997
C -2.57292 -0.82703 1.02134 -0.2905
C -1.66615 -1.29511 0.08509 -0.2803
C -1.06446 -0.43636 -0.83180 0.2045
C -1.42199 0.90982 -0.80957 -0.2251
C -2.33832 1.37588 0.10728 -0.2199
H -2.62232 2.41565 0.12297 0.2294
H -1.00018 1.58577 -1.53259 0.2230
N -0.11937 -0.92286 -1.74796 -0.7114
S 0.03863 -0.29147 -3.29161 2.3209
O 0.57218 -1.34731 -4.09797 -0.9403
O -1.21576 0.28545 -3.65939 -0.9298
C 1.29855 1.00365 -3.18693 -0.8789
H 2.13550 0.62850 -2.60997 0.2716
H 0.86925 1.88442 -2.72974 0.2347
H 1.60512 1.21344 -4.20361 0.2539
C 0.96869 -1.76510 -1.29783 -0.3152
H 0.59703 -2.66898 -0.80671 0.2088
H 1.52181 -2.05032 -2.19375 0.2707
C 1.86544 -0.94744 -0.36493 0.6717
O 2.86677 -0.38446 -0.75292 -0.6142
N 1.36507 -0.86313 0.89544 -0.6008
C 1.80502 -0.06021 1.95087 0.0968
C 3.03092 0.59947 1.96841 -0.1943
C 3.35179 1.35806 3.08182 -0.2381
C 2.44797 1.42896 4.13065 0.0130
N 1.28198 0.80311 4.11832 -0.3996
C 0.97042 0.08269 3.06234 0.0093
H 0.00480 -0.40891 3.09032 0.1860
H 2.65730 2.00757 5.01961 0.1936
H 4.29275 1.88311 3.13061 0.2219
H 3.70469 0.51833 1.13156 0.2539
H 0.46754 -1.30361 1.05906 0.4157
H -1.44390 -2.35226 0.06055 0.2179
H -3.01114 -1.52847 1.71391 0.2239
H -3.66678 -0.18168 3.56009 0.1764
H -5.04587 0.93892 3.46399 0.2049
```

Values from the calculation:
Highest occupied orbital energy, eV: -8.448
SMILES: COc1ccc(N(CC(=O)Nc2cccnc2)S(C)(=O)=O)cc1
Net charge: 0
LUMO energy, eV: 0.52
Max |F|, eV/Å: 1.1
Spin multiplicity: 1
Energy above the lowest of the compared OMol25 structures with the same formula, charge and spin, kJ/mol: 189.4